C30H24ClF3N4O2S5Sr | ωB97M-V/def2-TZVPD

Calculated values
Highest occupied orbital energy   -0.72 eV
Net charge   -2
LUMO   3.78 eV
Multiplicity   1
E_tot   -117248.1439 eV

Cartesian coordinates (Å):
Sr1 0.89 0.34 0.62
Cl1 -6.50 2.38 0.60
C1 -4.74 2.36 0.55
C2 -4.08 3.09 -0.46
C3 -2.72 3.08 -0.51
C4 -1.89 2.34 0.42
O1 -0.64 2.33 0.28
C5 -2.61 1.63 1.44
C6 -1.99 0.90 2.52
N1 -0.73 0.71 2.72
C7 -0.33 0.06 3.91
C8 -1.15 -0.35 4.93
C9 -0.65 -1.01 6.07
C10 0.69 -1.25 6.21
C11 1.57 -0.82 5.19
C12 2.97 -1.03 5.28
C13 3.78 -0.59 4.28
C14 3.20 0.07 3.17
N2 1.91 0.27 3.06
C15 1.08 -0.16 4.05
C16 -4.02 1.66 1.46
H1 -4.66 3.66 -1.18
H2 -2.18 3.64 -1.27
H3 -2.73 0.50 3.22
H4 -2.22 -0.19 4.88
H5 -1.34 -1.33 6.84
H6 1.08 -1.76 7.07
H7 3.38 -1.55 6.14
H8 4.85 -0.75 4.29
H9 3.82 0.39 2.34
H10 -4.54 1.09 2.23
S1 0.85 -2.69 1.41
C17 1.78 -2.85 -0.03
C18 2.23 -4.10 -0.52
C19 2.98 -4.16 -1.67
C20 3.30 -2.99 -2.34
C21 2.84 -1.80 -1.82
N3 2.09 -1.73 -0.71
H11 1.97 -4.99 0.04
H12 3.33 -5.12 -2.04
H13 3.93 -2.98 -3.22
H14 3.12 -0.86 -2.27
S2 4.93 0.93 -2.38
C22 4.48 0.96 -0.70
S3 5.31 -0.01 0.41
S4 3.19 2.04 -0.18
C23 -3.68 -0.60 -1.47
S5 -2.27 -1.15 -0.50
C24 -1.74 -2.47 -1.59
O2 -2.87 -1.78 0.71
H15 -4.38 -1.43 -1.55
H16 -3.38 -0.24 -2.45
H17 -4.14 0.22 -0.90
H18 -1.68 -2.11 -2.62
H19 -2.47 -3.28 -1.50
H20 -0.77 -2.81 -1.25
F1 0.19 1.78 -7.13
C25 -0.18 2.65 -6.16
F2 0.53 3.77 -6.35
F3 -1.47 2.96 -6.40
C26 0.03 2.06 -4.79
C27 -1.05 1.67 -4.01
C28 -0.77 1.12 -2.77
N4 0.46 0.94 -2.29
C29 1.48 1.34 -3.04
C30 1.31 1.90 -4.30
H21 -2.07 1.81 -4.34
H22 -1.58 0.85 -2.11
H23 2.49 1.24 -2.65
H24 2.19 2.20 -4.86

Atom charges from the Mulliken analysis, given in e for atoms 1 to 6: Sr 1.0950; Cl -0.3019; C 0.0657; C -0.5003; C -0.5421; C 0.2971